Entry 1:
{"formula": "C3H3Br2F", "method": "the ωB97M-V functional and the def2-TZVPD basis", "orbital_gap_ha": [0.24215, 0.35660], "total_energy_ev": -145955.880, "e_homo_ev": [-8.575, -9.775], "symbols": ["C", "C", "C", "F", "Br", "Br", "H", "H", "H"], "xyz": [[1.34540, -0.37493, -0.88559], [1.89303, 0.27302, 0.02879], [-1.28212, 0.38069, 0.70266], [-1.93385, 1.49126, 1.05070], [-1.90189, -0.10661, -1.13365], [-1.64261, -1.01179, 2.00156], [1.62351, -1.32716, -1.24786], [0.29781, -0.32241, -1.21046], [1.60073, 0.99794, 0.69383]]}

***

Entry 2:
{"formula": "C20H58O28P6S", "method": "the ωB97M-V functional and the def2-TZVPD basis", "smiles": "COP(=O)(OC)OC.COP(=O)(OC)OC.COP(=O)(OC)OC.COP(=O)(OC)OC.COP(=O)(OC)OC.COP(=O)(OC)OC.O=S1(=O)OCCO1", "orbital_gap_ha": 0.38678, "total_energy_ev": -145590.786, "e_homo_ev": -10.274, "symbols": ["C", "O", "P", "O", "O", "C", "O", "C", "H", "H", "H", "H", "H", "H", "H", "H", "H", "C", "O", "P", "O", "O", "C", "O", "C", "H", "H", "H", "H", "H", "H", "H", "H", "H", "C", "O", "P", "O", "O", "C", "O", "C", "H", "H", "H", "H", "H", "H", "H", "H", "H", "C", "O", "P", "O", "O", "C", "O", "C", "H", "H", "H", "H", "H", "H", "H", "H", "H", "C", "O", "P", "O", "O", "C", "O", "C", "H", "H", "H", "H", "H", "H", "H", "H", "H", "C", "O", "P", "O", "O", "C", "O", "C", "H", "H", "H", "H", "H", "H", "H", "H", "H", "O", "S", "O", "O", "C", "C", "O", "H", "H", "H", "H"], "xyz": [[7.32946, 21.33784, -3.56557], [8.33044, 21.02185, -2.58931], [8.42734, 21.56147, -1.09684], [7.13565, 21.71777, -0.39655], [9.42409, 20.48895, -0.47955], [9.56854, 20.42706, 0.93571], [9.30958, 22.88211, -1.20416], [8.75156, 24.08060, -1.75152], [6.66115, 22.08928, -3.14617], [6.77245, 20.41593, -3.71684], [7.76489, 21.68540, -4.49743], [9.13898, 21.28181, 1.46114], [10.62178, 20.47479, 1.21617], [9.15287, 19.48364, 1.28162], [9.28028, 24.43215, -2.63971], [8.84565, 24.88569, -1.02598], [7.72212, 23.86384, -2.03442], [3.00371, 8.97930, 2.63009], [3.15666, 10.38000, 2.41336], [2.50340, 11.36648, 3.49923], [1.22830, 11.01264, 4.10708], [2.47630, 12.73161, 2.62401], [2.34928, 13.96417, 3.31341], [3.67666, 11.65241, 4.54295], [4.91984, 12.21230, 4.10633], [3.99307, 8.52273, 2.72387], [2.59832, 8.53979, 1.71778], [2.41698, 8.68776, 3.49823], [3.06072, 14.69791, 2.94752], [2.45948, 13.90356, 4.40282], [1.32151, 14.33336, 3.27008], [5.09987, 13.05545, 4.77033], [4.76022, 12.62025, 3.10582], [5.78954, 11.56240, 4.03286], [12.17890, 18.71773, 2.98745], [11.89622, 17.34309, 2.90453], [11.92989, 16.58470, 1.50815], [13.26715, 16.38188, 0.94430], [10.85005, 17.28513, 0.58233], [11.11543, 17.36235, -0.83096], [11.14424, 15.23816, 1.85997], [11.79446, 14.22047, 2.63220], [12.55295, 19.25846, 2.11404], [12.91569, 18.93896, 3.76385], [11.29150, 19.27025, 3.31360], [10.15157, 17.37721, -1.33515], [11.67624, 16.48672, -1.14925], [11.63375, 18.28094, -1.09779], [11.65974, 13.23763, 2.19130], [11.36671, 14.25791, 3.63432], [12.86310, 14.42268, 2.71807], [4.36100, 16.66318, 0.69684], [2.96063, 16.92167, 0.48842], [2.16382, 18.04600, 1.25636], [2.66049, 19.43804, 1.20891], [0.67200, 17.88251, 0.73276], [-0.03303, 16.64131, 0.83921], [2.18939, 17.39706, 2.71616], [2.15566, 18.16471, 3.91909], [4.86549, 16.75171, -0.26134], [4.47507, 15.66519, 1.10777], [4.72687, 17.42971, 1.38005], [0.67251, 15.85616, 1.10750], [-0.45505, 16.39107, -0.13308], [-0.85642, 16.71373, 1.54544], [3.13937, 18.15316, 4.38323], [1.45612, 17.76738, 4.65546], [1.81862, 19.16995, 3.67047], [8.75223, 22.05350, 5.93275], [10.14702, 21.79500, 5.95374], [10.67759, 20.54295, 6.78505], [10.25831, 19.19945, 6.32543], [12.25598, 20.69378, 6.73572], [13.05851, 19.69179, 7.34342], [10.24873, 20.86877, 8.28552], [10.76718, 22.07458, 8.89447], [8.44682, 22.66022, 6.78423], [8.14148, 21.14646, 5.90733], [8.47903, 22.55941, 5.00771], [12.51858, 19.04129, 8.04008], [13.84349, 20.15847, 7.93392], [13.43974, 19.00851, 6.58558], [9.86599, 22.54717, 9.28725], [11.28272, 22.78304, 8.25037], [11.40411, 21.79896, 9.73178], [9.55664, 17.34149, 9.12248], [9.20066, 16.19438, 9.88652], [9.14714, 14.77295, 9.11497], [10.42380, 14.05028, 9.20692], [7.88467, 14.04677, 9.72605], [7.95202, 13.61802, 11.09497], [8.67099, 15.20029, 7.64322], [7.48065, 15.96708, 7.45819], [8.72235, 18.04180, 9.14561], [9.99416, 17.24902, 8.12974], [10.34437, 17.85242, 9.68879], [7.14044, 14.07973, 11.65651], [8.84209, 13.97794, 11.61699], [7.93941, 12.53292, 11.09311], [6.77121, 15.98916, 8.28782], [6.89376, 15.41602, 6.72274], [7.76785, 16.94654, 7.08948], [6.20962, 15.14109, 3.09433], [6.85242, 16.23747, 3.74001], [5.99987, 17.17541, 4.42081], [8.16105, 15.76620, 4.60010], [9.28514, 16.60646, 4.39014], [8.87666, 17.66961, 3.35612], [7.76386, 17.08653, 2.69278], [9.65119, 17.07073, 5.30402], [10.05664, 15.99247, 3.92376], [9.69214, 17.79483, 2.65169], [8.63843, 18.58279, 3.90166]]}

***

Entry 3:
{"formula": "C4H6FNS", "method": "the ωB97M-V functional and the def2-TZVPD basis", "smiles": "C/C(F)=C/C(N)=S", "orbital_gap_ha": 0.30413, "total_energy_ev": -19286.622, "e_homo_ev": -8.288, "symbols": ["C", "C", "F", "C", "C", "N", "S", "H", "H", "H", "H", "H", "H"], "xyz": [[-0.51070, 2.17577, -0.21960], [0.07487, 0.95269, 0.38625], [0.23828, 1.03666, 1.77838], [0.20638, -0.20679, -0.20150], [0.50362, -1.48329, 0.45893], [0.18302, -2.56842, -0.45422], [0.96175, -1.72033, 2.05140], [-0.84983, 2.15406, -1.22001], [-1.52110, 2.41903, 0.40575], [0.07730, 3.19073, 0.02571], [0.11549, -0.16685, -1.27351], [0.49488, -3.42290, -0.28014], [0.02604, -2.36035, -1.45743]]}

***

Entry 4:
{"formula": "C8H8FeN3O4S", "method": "the ωB97M-V functional and the def2-TZVPD basis", "spin_multiplicity": 5, "orbital_gap_ha": [0.31995, 0.31809], "total_energy_ev": -66305.873, "e_homo_ev": [-12.799, -12.865], "total_charge": 1, "symbols": ["Fe", "O", "C", "O", "C", "C", "C", "C", "C", "N", "C", "O", "O", "H", "H", "H", "H", "N", "C", "N", "S", "H", "H", "H", "H"], "xyz": [[0.53662, 0.53182, -0.77767], [2.42182, -3.27047, -0.97402], [1.82897, -2.13175, -0.71482], [1.78872, -1.18522, -1.49213], [1.19069, -2.03953, 0.62732], [1.17471, -2.97848, 1.63398], [0.50843, -2.63569, 2.81475], [-0.09950, -1.39591, 2.94647], [-0.02534, -0.51552, 1.87403], [0.59891, -0.85988, 0.76722], [-0.62205, 0.87772, 1.81506], [-1.29510, 1.27954, 2.72676], [-0.31406, 1.51410, 0.70817], [2.81847, -3.24882, -1.86085], [1.65936, -3.93656, 1.51380], [0.46999, -3.34454, 3.63065], [-0.62061, -1.10052, 3.84602], [-1.73972, 3.39356, -3.46469], [-1.28166, 2.69717, -2.42728], [-1.49934, 3.15422, -1.20724], [-0.45428, 1.22593, -2.79743], [-2.28826, 4.22926, -3.34688], [-1.55563, 3.07029, -4.39855], [-1.97736, 4.03140, -1.07161], [-1.22377, 2.63789, -0.37108]]}

***

Entry 5:
{"formula": "C3H4O2Tb", "method": "the ωB97M-V functional and the def2-TZVPD basis", "spin_multiplicity": 7, "orbital_gap_ha": [0.21082, 0.26996], "total_energy_ev": -29690.722, "e_homo_ev": [-11.812, -11.891], "total_charge": 1, "symbols": ["O", "Tb", "C", "O", "C", "H", "H", "H", "C", "H"], "xyz": [[1.23475, -1.26561, -0.35783], [3.18883, -0.03132, 1.61567], [-0.04279, -1.19441, -0.32783], [-0.37986, 0.05879, 0.09486], [-1.76676, 0.34906, 0.17665], [-2.21775, -0.22089, 0.99907], [-1.86568, 1.42557, 0.35616], [-2.27030, 0.10238, -0.76725], [2.34226, -0.04302, -0.70033], [1.77729, 0.81945, -1.08918]]}

***

Entry 6:
{"formula": "C19H16FN3O3S", "method": "the ωB97M-V functional and the def2-TZVPD basis", "smiles": "O=C(NCc1cccnc1)c1ccc(NS(=O)(=O)c2ccc(F)cc2)cc1", "orbital_gap_ha": 0.34754, "total_energy_ev": -44128.497, "e_homo_ev": -9.088, "symbols": ["O", "C", "N", "C", "C", "C", "C", "C", "N", "C", "C", "C", "C", "C", "N", "S", "O", "O", "C", "C", "C", "C", "F", "C", "C", "C", "C", "H", "H", "H", "H", "H", "H", "H", "H", "H", "H", "H", "H", "H", "H", "H", "H"], "xyz": [[-2.36308, -1.47801, -1.47520], [-2.27197, -0.90972, -0.40358], [-3.25843, -0.94816, 0.52701], [-4.52251, -1.60730, 0.27880], [-5.64412, -0.61651, 0.12764], [-5.56294, 0.40816, -0.81048], [-6.60508, 1.31275, -0.91144], [-7.69422, 1.15819, -0.06528], [-7.78326, 0.18911, 0.82818], [-6.78496, -0.67071, 0.92017], [-1.06401, -0.12596, -0.01922], [-0.64858, 0.04843, 1.29734], [0.50205, 0.75833, 1.57887], [1.25482, 1.32128, 0.54971], [2.40825, 2.04337, 0.82896], [3.80573, 1.90019, -0.10051], [4.82295, 2.52728, 0.68398], [3.55117, 2.36195, -1.42651], [4.04909, 0.12633, -0.11094], [3.59527, -0.62903, -1.17486], [3.71530, -2.00746, -1.12873], [4.29316, -2.58453, -0.00952], [4.41007, -3.92104, 0.04444], [4.76094, -1.83238, 1.05710], [4.62912, -0.45646, 1.00013], [0.83995, 1.15411, -0.77018], [-0.29910, 0.42794, -1.04407], [-3.19852, -0.35991, 1.34202], [-4.38942, -2.17122, -0.65060], [-4.74036, -2.30522, 1.09394], [-4.69466, 0.48429, -1.44972], [-6.57497, 2.11741, -1.62955], [-8.53467, 1.83856, -0.10132], [-6.90572, -1.44744, 1.66558], [-1.19601, -0.40015, 2.11371], [0.82492, 0.88160, 2.60290], [2.62729, 2.15749, 1.80663], [3.16781, -0.13267, -2.03008], [3.37120, -2.63159, -1.93762], [5.21414, -2.32429, 1.90289], [4.98761, 0.17663, 1.79624], [1.41604, 1.60846, -1.55900], [-0.62373, 0.27883, -2.06265]]}

***

Entry 7:
{"formula": "C19H23CrN7O3S4", "method": "the ωB97M-V functional and the def2-TZVPD basis", "spin_multiplicity": 4, "orbital_gap_ha": [0.11550, 0.11537], "total_energy_ev": -108413.971, "e_homo_ev": [-1.742, -1.739], "total_charge": -1, "symbols": ["Cr", "C", "O", "C", "C", "C", "C", "C", "C", "N", "N", "C", "O", "C", "C", "C", "C", "C", "C", "C", "O", "H", "H", "H", "H", "H", "H", "H", "H", "H", "H", "H", "H", "S", "S", "S", "S", "C", "N", "C", "C", "N", "N", "C", "N", "N", "H", "H", "H", "H", "H", "H", "H", "H", "H", "H", "H"], "xyz": [[-14.60533, -10.98598, 1.32806], [-17.97208, -13.99799, 1.99452], [-17.45478, -14.33636, 3.30596], [-16.59931, -13.57801, 4.01485], [-16.45677, -14.00294, 5.35229], [-15.84736, -13.19970, 6.30140], [-15.24365, -12.00560, 5.87989], [-15.24989, -11.54912, 4.55886], [-14.48833, -10.38499, 4.23810], [-14.33388, -9.79443, 3.04292], [-14.00569, -8.52159, 2.94784], [-14.46150, -8.04990, 1.78314], [-15.07142, -8.83171, 0.96951], [-14.14387, -6.69196, 1.36554], [-14.59028, -6.23491, 0.13704], [-14.00170, -5.11934, -0.45373], [-13.05044, -4.37800, 0.23065], [-12.71891, -4.74923, 1.54556], [-13.24038, -5.92119, 2.10330], [-15.95920, -12.33045, 3.57799], [-16.11344, -11.89218, 2.36720], [-18.80158, -14.69442, 1.83115], [-17.21776, -14.19244, 1.21520], [-18.29702, -12.95201, 1.90846], [-16.87398, -14.99138, 5.57769], [-15.74524, -13.50252, 7.33182], [-14.74936, -11.36118, 6.60884], [-13.99493, -9.85701, 5.04848], [-15.34457, -6.80422, -0.34947], [-14.29497, -4.80163, -1.43179], [-12.57146, -3.54114, -0.25576], [-12.00209, -4.14624, 2.11886], [-12.98397, -6.25319, 3.10344], [-18.32152, -10.47421, 0.99232], [-18.35216, -10.91664, -0.86349], [-16.37482, -10.63255, -1.58153], [-15.36643, -12.09356, -0.67919], [-12.59075, -14.92211, 3.25943], [-11.88832, -13.66675, 3.02772], [-10.57632, -13.55060, 3.62161], [-12.42793, -12.63408, 2.36404], [-13.57909, -12.72998, 1.75186], [-11.65921, -11.45642, 2.33504], [-11.68187, -10.56654, 1.26019], [-10.50195, -10.12555, 0.86471], [-12.79208, -10.31206, 0.61041], [-11.89574, -15.55037, 3.79910], [-12.85445, -15.43832, 2.31845], [-13.50958, -14.81668, 3.89404], [-10.42412, -14.37602, 4.34018], [-10.42977, -12.66249, 4.23778], [-9.80814, -13.60271, 2.81631], [-14.11326, -13.55350, 2.04169], [-10.73615, -11.56760, 2.68937], [-9.78925, -10.07893, 1.56604], [-10.56424, -9.30729, 0.24217], [-12.81112, -9.50903, -0.00637]]}

***

Entry 8:
{"formula": "C2H8N2O2", "method": "the ωB97M-V functional and the def2-TZVPD basis", "smiles": "O=CO.NCN", "orbital_gap_ha": 0.34199, "total_energy_ev": -9278.267, "e_homo_ev": -8.637, "symbols": ["O", "C", "O", "H", "H", "N", "C", "N", "H", "H", "H", "H", "H", "H"], "xyz": [[2.20524, 2.05974, 0.06628], [1.17445, 2.34309, 0.58385], [1.01920, 2.77683, 1.85925], [0.14581, 2.34707, 0.18528], [1.64852, 3.41432, 2.19566], [-2.10388, -1.63090, -0.03705], [-1.69831, -2.61617, -1.00963], [-0.29598, -2.63170, -1.40238], [-2.07187, -1.99901, 0.89428], [-1.94847, -0.65000, -0.22642], [-2.01902, -3.60202, -0.66816], [-2.27114, -2.43030, -1.92806], [-0.11598, -2.07346, -2.23005], [0.30777, -2.47092, -0.62635]]}